1.
{"formula": "C5H10MgOP", "method": "the ωB97M-V functional and the def2-TZVPD basis", "symbols": ["C", "C", "C", "C", "C", "Mg", "P", "H", "H", "H", "H", "H", "H", "H", "H", "O", "H", "H"], "xyz": [[-1.197, -0.539, 0.474], [-1.667, 0.749, 0.688], [-0.944, 1.954, 0.953], [0.440, 2.100, 1.311], [1.378, 1.110, 1.301], [0.318, 0.549, -0.309], [-0.605, -2.103, -1.522], [-1.817, -1.451, 0.598], [-2.764, 0.934, 0.658], [-1.553, 2.847, 1.078], [2.406, 1.150, 1.665], [0.645, 3.128, 1.620], [-0.050, -2.189, -2.828], [-1.828, -2.764, -1.829], [0.062, -3.219, -0.961], [2.007, -0.678, -1.020], [2.742, -0.500, -1.639], [2.427, -1.080, -0.237]], "atomic_forces_ev_per_a": [[0.274, 0.363, 1.103], [-1.983, -1.243, 0.346], [-0.044, 0.907, -0.513], [0.085, 0.623, 0.800], [1.136, -0.870, -0.426], [0.512, -1.355, 0.442], [-0.033, 0.432, -0.887], [-0.450, 0.883, -0.331], [0.246, 0.065, 0.269], [0.093, -0.082, -0.244], [-0.172, 1.032, 0.211], [0.130, 0.323, 0.428], [0.060, -0.885, -0.450], [0.216, -0.213, -0.100], [-0.030, -0.035, -0.138], [1.072, -0.468, -0.947], [-0.560, -0.058, 0.414], [-0.552, 0.581, 0.024]], "lowdin_charge": [-0.356, -0.402, -0.320, -0.419, -0.203, 0.453, 0.663, -0.045, 0.067, 0.052, -0.053, 0.060, -0.199, -0.160, -0.143, -0.144, 0.073, 0.074], "lumo_ev": 2.68, "homo_energy_ha": -0.0332, "de_lowest_kj_mol": 161.3, "homo_lumo_gap_ev": 3.580, "total_charge": -1}

2.
{"formula": "C43H96F12N7O9PS2", "method": "the ωB97M-V functional and the def2-TZVPD basis", "symbols": ["C", "C", "O", "N", "H", "H", "C", "H", "H", "H", "H", "H", "H", "C", "C", "O", "N", "H", "H", "C", "H", "H", "H", "H", "H", "H", "C", "C", "O", "N", "H", "H", "C", "H", "H", "H", "H", "H", "H", "C", "C", "C", "N", "C", "C", "C", "C", "C", "H", "H", "H", "H", "H", "H", "H", "H", "H", "H", "H", "H", "H", "H", "H", "H", "H", "H", "C", "C", "C", "N", "C", "C", "C", "C", "C", "H", "H", "H", "H", "H", "H", "H", "H", "H", "H", "H", "H", "H", "H", "H", "H", "H", "H", "C", "C", "C", "N", "C", "C", "C", "C", "C", "H", "H", "H", "H", "H", "H", "H", "H", "H", "H", "H", "H", "H", "H", "H", "H", "H", "H", "C", "C", "C", "N", "C", "C", "C", "C", "C", "H", "H", "H", "H", "H", "H", "H", "H", "H", "H", "H", "H", "H", "H", "H", "H", "H", "H", "C", "F", "F", "F", "S", "O", "O", "O", "C", "F", "F", "F", "S", "O", "O", "O", "P", "F", "F", "F", "F", "F", "F"], "xyz": [[4.145, 0.465, 9.148], [3.492, -0.460, 8.118], [2.275, -0.713, 8.104], [4.379, -0.875, 6.917], [5.302, -0.901, 7.326], [4.265, -1.785, 6.493], [4.337, 0.283, 5.873], [5.150, 0.131, 9.406], [3.538, 0.381, 10.049], [4.143, 1.483, 8.758], [4.909, -0.100, 5.028], [4.890, 1.098, 6.340], [3.365, 0.687, 5.590], [0.264, -7.796, 2.085], [-0.755, -7.498, 3.176], [-1.990, -7.646, 3.078], [-0.265, -6.808, 4.473], [-0.867, -7.107, 5.228], [0.690, -7.045, 4.700], [-0.244, -5.261, 4.302], [0.049, -8.789, 1.689], [1.298, -7.768, 2.431], [0.085, -7.105, 1.261], [0.218, -4.963, 3.362], [0.280, -4.784, 5.131], [-1.301, -5.000, 4.352], [3.000, 5.619, -1.660], [4.077, 4.775, -1.178], [4.834, 4.189, -1.962], [4.474, 4.828, 0.348], [3.720, 4.597, 0.979], [5.243, 4.190, 0.502], [4.992, 6.214, 0.607], [2.688, 5.140, -2.588], [3.274, 6.653, -1.868], [2.050, 5.538, -1.132], [4.319, 7.032, 0.352], [5.872, 6.342, -0.024], [5.368, 6.127, 1.626], [2.196, 1.280, -7.514], [0.886, 0.682, -6.834], [-0.342, 1.507, -7.354], [-1.642, 1.296, -6.428], [-1.765, -0.189, -6.118], [-1.626, 2.096, -5.140], [-3.110, 2.270, -4.824], [-3.883, 2.391, -6.167], [-2.878, 1.856, -7.182], [2.192, 2.370, -7.488], [2.239, 1.103, -8.589], [3.168, 0.974, -7.127], [1.000, 0.755, -5.753], [0.666, -0.349, -7.114], [-0.670, 1.210, -8.350], [-0.165, 2.582, -7.336], [-0.991, -0.657, -5.509], [-1.796, -0.727, -7.066], [-2.735, -0.295, -5.634], [-1.019, 1.491, -4.468], [-1.161, 3.065, -5.321], [-3.572, 1.463, -4.255], [-3.260, 3.198, -4.272], [-4.901, 2.004, -6.222], [-4.034, 3.444, -6.404], [-3.209, 0.982, -7.741], [-2.561, 2.584, -7.929], [7.899, -1.201, -3.842], [9.307, -0.894, -4.187], [10.003, -1.789, -5.242], [11.514, -1.618, -5.468], [12.128, -1.988, -4.099], [11.899, -0.242, -5.988], [13.228, -0.448, -6.746], [12.899, -1.785, -7.500], [12.019, -2.604, -6.534], [7.239, -1.121, -4.705], [7.452, -0.540, -3.100], [7.890, -2.154, -3.312], [9.813, -1.062, -3.236], [9.457, 0.156, -4.437], [9.573, -1.543, -6.213], [9.767, -2.839, -5.072], [11.729, -2.810, -3.505], [11.831, -1.126, -3.501], [13.190, -2.166, -4.270], [11.965, 0.482, -5.176], [11.034, 0.029, -6.593], [14.019, -0.419, -5.996], [13.452, 0.511, -7.213], [13.839, -2.235, -7.818], [12.340, -1.575, -8.412], [12.559, -3.402, -6.025], [11.234, -3.017, -7.168], [-11.933, -4.574, -1.277], [-10.438, -4.439, -1.349], [-9.692, -4.600, 0.017], [-8.117, -4.601, -0.002], [-7.663, -5.941, -0.528], [-7.577, -4.348, 1.435], [-6.237, -3.764, 1.159], [-6.404, -2.858, -0.028], [-7.585, -3.421, -0.882], [-12.380, -3.784, -0.673], [-12.262, -5.485, -0.778], [-12.306, -4.508, -2.300], [-10.235, -3.498, -1.861], [-10.094, -5.155, -2.096], [-9.909, -5.541, 0.523], [-9.914, -3.840, 0.766], [-7.927, -5.829, -1.580], [-8.230, -6.767, -0.098], [-6.588, -6.009, -0.364], [-7.525, -5.298, 1.966], [-8.216, -3.669, 2.000], [-5.501, -4.538, 0.941], [-5.824, -3.248, 2.026], [-5.513, -2.731, -0.642], [-6.567, -1.845, 0.340], [-7.135, -3.748, -1.820], [-8.381, -2.700, -1.069], [-5.020, 6.769, 8.940], [-4.682, 6.073, 7.608], [-5.742, 5.923, 6.451], [-5.373, 4.895, 5.314], [-4.181, 5.452, 4.462], [-6.590, 4.604, 4.416], [-6.323, 3.161, 3.827], [-5.638, 2.403, 4.978], [-5.119, 3.488, 5.865], [-5.595, 6.120, 9.600], [-5.380, 7.795, 8.855], [-4.080, 7.005, 9.440], [-4.396, 5.046, 7.834], [-3.792, 6.621, 7.296], [-6.020, 6.880, 6.009], [-6.669, 5.486, 6.821], [-4.649, 6.220, 3.845], [-3.878, 4.673, 3.763], [-3.469, 5.866, 5.177], [-6.680, 5.389, 3.666], [-7.455, 4.739, 5.065], [-5.786, 3.164, 2.878], [-7.330, 2.810, 3.602], [-4.832, 1.764, 4.618], [-6.422, 1.816, 5.457], [-4.029, 3.497, 5.889], [-5.338, 3.409, 6.930], [1.630, 6.639, 7.517], [1.005, 5.502, 7.799], [0.865, 7.432, 6.689], [1.927, 7.337, 8.657], [3.263, 6.253, 6.605], [2.827, 5.400, 5.523], [3.790, 7.526, 6.096], [4.061, 5.545, 7.627], [0.517, -0.713, 0.076], [-0.441, -1.553, -0.370], [1.444, -1.446, 0.631], [1.130, -0.180, -1.003], [-0.210, 0.630, 1.301], [0.873, 1.602, 1.453], [-1.352, 1.186, 0.503], [-0.634, -0.005, 2.562], [-2.564, -7.120, -4.455], [-3.199, -5.942, -5.436], [-1.042, -6.458, -4.696], [-2.719, -6.156, -3.096], [-1.936, -8.345, -3.499], [-4.059, -7.611, -4.192], [-2.424, -8.201, -5.652]], "atomic_forces_ev_per_a": [[-0.063, -1.371, -0.522], [-5.266, 0.102, 0.686], [5.148, 0.318, -0.521], [-0.452, 1.734, 0.384], [0.696, 0.162, -0.155], [-0.943, -0.342, -0.021], [1.226, -0.206, 0.335], [0.156, 0.211, -0.138], [-0.076, 0.249, -0.182], [0.041, 0.105, 0.071], [-0.238, 0.235, -0.061], [0.024, -0.027, -0.100], [-0.264, -0.822, 0.321], [-0.414, -0.039, 0.941], [-4.597, -0.552, -1.496], [5.275, 0.716, 0.978], [0.779, 1.115, -1.188], [-0.421, 0.060, 0.373], [0.352, -0.655, 0.042], [-1.054, -0.521, 0.413], [-0.089, -0.031, 0.085], [-0.074, 0.142, -0.059], [0.076, 0.149, 0.021], [-0.136, -0.399, 0.001], [0.002, -0.402, 0.036], [0.218, 0.332, -0.288], [-2.177, -0.300, -0.496], [3.678, -1.963, -2.429], [-2.204, 1.464, 3.689], [-0.489, 0.765, -2.192], [-0.622, -0.144, 0.251], [0.204, -0.498, -0.093], [1.342, -0.200, 0.282], [0.482, 0.278, -0.376], [0.116, -0.076, 0.223], [0.279, 0.438, 0.827], [-0.363, -0.476, 0.604], [-0.010, -0.120, -0.099], [-0.408, 0.912, 0.137], [-0.841, -0.032, -0.342], [0.279, 1.303, -1.290], [-0.603, -0.430, 1.782], [1.519, 0.578, -1.067], [-1.265, 0.344, -0.593], [-0.217, -0.819, -0.597], [-1.050, 0.325, 0.409], [1.159, 0.981, -0.211], [0.147, -1.818, -0.630], [-0.164, 0.119, 0.471], [-0.230, -0.454, -0.023], [-0.380, -0.369, 0.365], [-0.192, 0.031, 0.013], [0.596, -0.063, 0.107], [0.168, -0.097, 0.065], [-0.001, -0.052, -0.002], [0.126, 0.780, 0.086], [-0.069, 0.092, -0.013], [0.111, -0.251, 0.057], [-0.259, 0.431, 0.445], [0.074, -0.123, -0.138], [0.495, -0.062, 0.218], [0.076, -0.219, 0.266], [0.397, -0.674, 0.257], [0.125, 0.109, 0.087], [-0.347, 0.159, -0.119], [0.285, 0.077, 0.356], [-1.230, -0.397, -0.091], [2.346, 0.379, 0.608], [-1.034, 0.632, -1.056], [-1.064, -1.990, 1.567], [0.284, 1.498, -0.510], [0.101, -0.182, 0.570], [-1.739, 0.346, 0.965], [1.286, 1.440, 0.239], [0.651, 0.319, -0.667], [-0.138, -0.602, 0.015], [0.487, 0.472, -0.052], [-0.471, -0.400, -0.603], [0.423, 0.273, 0.048], [-0.032, 0.061, -0.134], [-0.120, -0.084, -0.139], [0.450, -0.052, 0.141], [-0.505, -0.523, -1.113], [1.042, 0.132, 0.152], [-0.035, 0.489, 0.406], [-0.030, -0.228, 0.149], [0.313, 0.151, -0.423], [0.186, -1.050, 0.045], [-0.230, -0.442, -1.153], [-0.249, -0.488, 0.194], [0.004, 0.157, 0.095], [-0.165, 0.082, -0.070], [-0.414, -0.042, 0.736], [-0.498, 0.103, 0.780], [1.191, -0.158, 0.102], [0.667, 0.072, -0.105], [-1.618, 0.605, 0.101], [-0.113, 1.174, -0.586], [-0.304, -0.598, -0.891], [1.453, -0.276, 0.377], [-0.298, 1.180, -0.586], [1.190, -0.151, 1.459], [-0.014, 0.261, -0.192], [0.072, -0.268, -0.389], [-0.284, -0.148, 0.229], [0.259, 0.331, 0.496], [0.304, -0.437, 0.314], [-0.320, -0.108, -0.304], [-0.361, 0.319, -0.439], [0.462, -0.727, -0.078], [0.168, 0.244, 0.236], [-0.146, -0.269, -0.259], [-0.208, -0.025, -0.146], [-0.229, 0.020, -0.410], [-0.095, -0.222, -0.059], [-0.171, 0.107, 0.009], [0.068, -0.442, 0.079], [-0.568, 0.064, -0.124], [-0.643, -0.533, 0.036], [0.054, -0.277, 0.180], [0.070, 0.099, -0.126], [0.022, -0.268, -0.726], [0.040, -0.424, 0.563], [-0.574, 0.426, -0.146], [-2.120, -0.473, 0.564], [1.178, 0.203, -0.419], [-1.225, 1.475, 0.410], [-1.012, 0.203, -0.979], [2.847, 1.067, 1.219], [-0.287, 0.435, -0.033], [-0.845, -0.275, -0.299], [0.248, -0.636, 0.050], [0.363, 0.091, 0.188], [0.010, -0.295, -0.694], [0.282, -0.103, -0.377], [0.050, 0.080, 0.359], [0.271, 0.295, 0.253], [0.511, -0.041, 0.493], [0.258, -0.357, -0.469], [0.169, -0.086, -0.073], [-0.081, -0.710, -0.044], [0.216, 0.272, 0.224], [0.149, -0.465, -0.046], [-0.187, -0.044, 0.117], [0.372, -0.131, 0.255], [0.155, -0.494, 0.014], [-0.788, 0.250, -0.217], [2.269, 1.425, -0.924], [-0.540, 0.412, 0.272], [0.193, -0.978, 1.290], [-1.035, -0.847, -1.086], [1.365, 0.618, 0.358], [-0.609, -0.851, -0.527], [-0.664, -1.076, 1.193], [-0.957, 0.880, -0.877], [-0.980, 0.759, -0.095], [0.104, 0.478, 0.164], [0.977, -0.970, 1.298], [-0.648, 0.522, 0.041], [-2.234, 1.966, -0.575], [0.040, -1.071, -0.234], [1.966, -1.441, 1.060], [0.894, -0.203, -1.686], [0.925, -0.325, 0.384], [0.804, -0.614, 0.599], [-1.460, -0.908, 0.139], [0.303, -0.230, -0.811], [-0.297, 1.462, -0.054], [-0.490, -0.383, 0.341], [0.174, 1.279, -0.317]], "lowdin_charge": [0.043, -0.318, 0.135, 0.100, 0.156, 0.172, 0.059, 0.097, 0.111, 0.114, 0.102, 0.107, 0.121, 0.040, -0.310, 0.141, 0.098, 0.174, 0.162, 0.053, 0.116, 0.091, 0.116, 0.110, 0.101, 0.108, 0.008, -0.331, 0.142, 0.110, 0.182, 0.171, 0.028, 0.109, 0.119, 0.111, 0.114, 0.115, 0.122, -0.077, -0.189, -0.074, -0.250, 0.021, -0.092, -0.141, -0.125, -0.087, 0.065, 0.076, 0.070, 0.102, 0.103, 0.134, 0.121, 0.110, 0.117, 0.111, 0.132, 0.137, 0.115, 0.118, 0.125, 0.115, 0.131, 0.133, -0.105, -0.253, -0.117, -0.243, 0.035, -0.105, -0.115, -0.112, -0.076, 0.086, 0.083, 0.089, 0.100, 0.117, 0.131, 0.141, 0.116, 0.091, 0.112, 0.135, 0.136, 0.116, 0.126, 0.124, 0.120, 0.133, 0.133, -0.096, -0.235, -0.078, -0.240, 0.041, -0.091, -0.191, -0.144, -0.041, 0.083, 0.086, 0.092, 0.104, 0.113, 0.128, 0.123, 0.106, 0.115, 0.113, 0.141, 0.134, 0.117, 0.127, 0.122, 0.115, 0.136, 0.121, -0.081, -0.212, -0.073, -0.241, 0.073, -0.080, -0.125, -0.139, -0.125, 0.080, 0.083, 0.082, 0.092, 0.105, 0.136, 0.122, 0.101, 0.109, 0.102, 0.127, 0.129, 0.113, 0.113, 0.125, 0.122, 0.130, 0.132, -0.608, 0.114, 0.070, 0.094, 0.456, -0.396, -0.352, -0.377, -0.656, 0.100, 0.123, 0.090, 0.498, -0.384, -0.397, -0.374, 0.240, -0.210, -0.220, -0.243, -0.224, -0.175, -0.167], "lumo_ev": -7.16, "homo_energy_ha": -0.4643, "homo_lumo_gap_ev": 5.471, "total_charge": 4}

3.
{"formula": "C3H2HoLi2O3", "method": "the ωB97M-V functional and the def2-TZVPD basis", "symbols": ["C", "C", "O", "H", "H", "Li", "Li", "O", "C", "O", "Ho"], "xyz": [[-0.512, 0.128, 0.642], [0.306, -0.951, 0.578], [-1.791, 0.120, 0.220], [-0.146, 1.057, 1.109], [-0.064, -1.875, 0.098], [-2.973, 1.436, -0.989], [-2.544, -1.361, 1.351], [1.154, 1.053, -2.704], [1.800, 0.997, -1.781], [1.593, -0.996, 0.987], [3.177, 0.390, 0.488]], "atomic_forces_ev_per_a": [[-3.431, 2.550, -0.135], [3.963, -3.050, 0.198], [2.448, -0.377, 0.859], [-0.131, -0.163, -0.224], [0.145, 0.243, 0.250], [0.041, -0.132, 0.185], [-0.301, -0.015, -0.049], [1.044, -0.012, 1.478], [-1.014, 0.052, -1.668], [-3.982, 0.737, -1.022], [1.218, 0.168, 0.129]], "lowdin_charge": [-0.239, -0.185, -0.272, 0.146, 0.161, 0.922, 0.898, 0.178, 0.013, -0.270, 1.647], "lumo_ev": [-11.10, -13.16], "homo_energy_ha": [-0.7547, -0.6880], "homo_lumo_gap_ev": [9.433, 5.561], "s2": 6.02, "total_charge": 3, "multiplicity": 5}